Record 1
C4H9OP3 | wB97M-V/def2-TZVPD

```
17
Properties=species:S:1:pos:R:3:forces:R:3:lowdin_charge:R:1
C 3.11314 -0.84787 0.58578 0.2 -1.6 0.2 -0.979
C -1.41039 0.13632 -0.88098 1.5 0.0 0.2 -0.109
C -0.69542 0.07489 0.48335 0.9 -0.7 -1.6 -0.324
C 0.22762 1.26933 0.62725 -0.5 -0.1 4.9 -0.359
O 1.07079 1.65071 -0.39361 -0.4 0.2 -0.8 -0.534
P 3.74259 0.65405 0.67317 0.1 0.3 0.5 0.611
P 1.99912 -1.34337 -0.70688 -2.3 0.9 1.6 0.588
P 2.30630 0.87088 -1.05514 0.8 -0.2 -0.7 0.552
H 3.28154 -2.96295 1.45109 0.1 0.9 -0.2 0.063
H -2.10075 -0.75847 -0.96779 0.6 1.5 -0.3 0.087
H -1.85305 1.17973 -0.82815 -0.1 -1.5 -1.0 0.090
H -0.51697 0.09083 -1.66997 -2.4 0.1 1.3 0.082
H -0.06088 -0.80591 0.52252 -0.2 -0.3 0.0 0.011
H -1.34661 -0.02546 1.34402 -0.2 0.5 0.1 0.111
H -0.41278 2.14031 0.87337 0.5 -0.2 -0.3 0.123
H 0.79892 1.00640 1.65218 -0.6 1.0 -2.2 0.140
H 2.94054 -1.76693 -1.51583 2.0 -0.8 -1.9 -0.153
```
Positions in Å, forces in eV/Å.

Results
relative energy (zero: lowest compared OMol25 entry of this formula, charge and spin)	404.1	kJ/mol
E_LUMO (spin up / spin down)	-0.382 / -0.451	eV
largest force on an atom	4.939	eV Å⁻¹

---

Record 2
C4H9PS | wB97M-V/def2-TZVPD

```
15
Properties=species:S:1:pos:R:3:forces:R:3:lowdin_charge:R:1
C -2.75427 -1.18767 -0.53297 1.2 2.2 -1.0 -0.115
C -2.00718 -0.09065 -0.44599 0.6 -2.4 2.3 -0.077
C 1.62277 1.56608 -0.61473 2.0 0.4 -1.4 -0.216
C 1.57281 0.23472 0.12481 -0.4 0.4 -1.4 -0.601
P 0.16623 0.12701 1.36648 -1.0 0.1 -1.8 0.579
S 0.40838 -1.88833 1.80369 0.1 -0.3 -0.3 0.312
H -3.33161 -1.41134 -1.42649 -0.4 0.2 0.1 0.050
H -2.75209 -1.87797 0.23775 0.2 -1.7 1.3 0.002
H -2.09284 0.78298 -0.97582 0.3 1.9 -1.5 -0.029
H 2.53217 1.67248 -1.37184 -1.7 -0.6 1.6 0.114
H 0.75431 1.64862 -1.21897 -0.9 0.4 -0.6 0.032
H 1.70951 2.43846 0.01297 -0.2 0.2 0.4 0.050
H 2.48836 0.18102 0.67666 0.5 -0.6 0.6 0.043
H 1.58217 -0.50360 -0.71061 -0.2 -0.1 1.1 0.081
H 0.10129 -1.69178 3.07505 -0.2 -0.1 0.5 -0.226
```
Positions in Å, forces in eV/Å.

Results
relative energy (zero: lowest compared OMol25 entry of this formula, charge and spin)	364.5	kJ/mol
E_LUMO (spin up / spin down)	-0.335 / -0.057	eV
largest force on an atom	3.360	eV Å⁻¹

---

Record 3
C4HAgLiO4 | wB97M-V/def2-TZVPD

```
11
Properties=species:S:1:pos:R:3:forces:R:3:lowdin_charge:R:1
O -2.24837 -3.53863 0.18402 0.0 -0.1 0.0 -0.045
C -1.80455 -4.54741 0.43592 -0.1 0.2 0.0 0.050
C -0.70269 0.52908 0.16784 -1.1 0.2 0.0 -0.110
C -0.55564 1.86102 0.05801 -0.4 -0.4 -0.3 -0.127
H -1.25602 2.68055 -0.06536 0.3 -0.3 0.2 0.115
Ag -2.94243 -1.01617 -0.31212 1.5 0.9 0.4 0.733
O 0.80790 2.20785 -0.06486 0.1 0.1 0.1 0.118
C 1.47063 1.07400 -0.04856 -1.1 0.4 -0.8 -0.612
O 2.63385 0.95615 -0.42092 1.0 -0.5 0.8 -0.021
O 0.65955 0.07471 0.21262 0.1 -0.8 -0.3 0.017
Li 3.93777 -0.28114 -0.14659 -0.3 0.4 -0.1 0.882
```
Positions in Å, forces in eV/Å.

Results
relative energy (zero: lowest compared OMol25 entry of this formula, charge and spin)	0.0	kJ/mol
total charge	+1
E_LUMO	-4.406	eV
largest force on an atom	1.843	eV Å⁻¹

---

Record 4
C4HCl3F2 | wB97M-V/def2-TZVPD

```
10
Properties=species:S:1:pos:R:3:forces:R:3:lowdin_charge:R:1
C -2.07237 0.86711 -0.44667 3.2 -1.2 -0.9 -0.601
C -2.24284 -0.43125 -0.31820 0.3 -0.9 0.4 -0.684
C -0.02481 0.12774 -0.72350 -2.7 1.0 0.3 -0.492
C -0.88510 -1.12513 -0.62251 -2.3 0.8 -0.4 -0.604
F -0.47190 -2.00925 0.28672 0.2 -0.3 0.2 0.116
F -0.97183 -1.78439 -1.84461 0.3 0.5 1.2 0.039
Cl -3.01034 2.22077 -0.28124 -0.1 0.2 -0.1 0.729
Cl -3.70030 -1.23830 0.19783 0.6 0.1 -0.2 0.670
Cl 1.08760 0.13059 -1.95408 0.7 0.3 -1.9 0.768
H 0.46574 0.65250 0.05676 -0.4 -0.3 1.5 0.059
```
Positions in Å, forces in eV/Å.

Results
relative energy (zero: lowest compared OMol25 entry of this formula, charge and spin)	171.8	kJ/mol
E_LUMO (spin up / spin down)	-0.880 / -0.879	eV
largest force on an atom	3.581	eV Å⁻¹

---

Record 5
C4HClNO2 | wB97M-V/def2-TZVPD

```
9
Properties=species:S:1:pos:R:3:forces:R:3:lowdin_charge:R:1
C 0.35527 -0.63506 0.65962 1.0 -2.3 1.6 -0.240
C 1.52404 -1.50394 0.52223 -1.0 1.9 0.3 -0.560
C 0.43502 -1.84562 -0.48005 1.1 -1.5 -2.5 -0.118
C -2.31866 -1.03528 0.06924 1.8 1.5 1.1 -0.657
N -0.61685 -1.53081 0.26600 0.3 0.6 1.0 -0.011
O -2.94822 -1.99296 -0.10746 -2.0 -2.3 -0.9 0.098
O -2.27919 0.13252 0.31763 -0.5 0.9 -0.2 0.047
Cl 3.10430 -0.64794 0.08329 -0.8 -0.4 0.0 0.347
H 0.13440 0.38593 0.68274 0.1 1.7 -0.4 0.095
```
Positions in Å, forces in eV/Å.

Results
relative energy (zero: lowest compared OMol25 entry of this formula, charge and spin)	186.9	kJ/mol
structure (SMILES)	O=C([O-])N1C2=C(Cl)[C@@H]21
total charge	-1
E_LUMO	3.615	eV
largest force on an atom	3.191	eV Å⁻¹

---

Record 6
C4HLiO2Y | wB97M-V/def2-TZVPD

```
9
Properties=species:S:1:pos:R:3:forces:R:3:lowdin_spin:R:1
O 3.63550 0.59852 0.00458 -4.1 -0.7 -0.4 0.033
C 2.34938 0.45958 -0.09260 8.5 -0.1 1.1 0.066
C 1.59218 -0.71047 0.18099 -1.4 -3.8 0.6 0.048
C 0.56949 -1.48380 0.20516 2.0 2.5 -0.5 0.016
Li -1.33449 -1.78017 -0.37868 0.0 0.2 0.4 0.054
C -2.26275 0.13516 0.13029 -1.0 -0.1 -0.6 0.034
O -1.59746 1.19934 -0.06996 -4.1 -0.4 1.1 0.079
Y 0.38098 1.17140 -0.33688 -0.1 2.6 -2.0 0.665
H -3.33282 0.41045 0.35709 0.2 0.0 0.2 0.004
```
Positions in Å, forces in eV/Å.

Results
⟨S²⟩	0.752
spin multiplicity	2
E_LUMO (spin up / spin down)	-0.544 / -0.775	eV
largest force on an atom	8.527	eV Å⁻¹

---

Record 7
C4HLiO4Tl | wB97M-V/def2-TZVPD

```
11
Properties=species:S:1:pos:R:3:forces:R:3:lowdin_charge:R:1
O 0.87672 0.75799 -0.83371 -0.1 -0.1 0.0 -0.032
C 1.74600 1.41294 -0.52821 0.0 0.0 0.0 0.087
C -2.25202 1.24528 -2.05257 1.0 -0.4 -1.1 -0.164
C -2.03455 2.48065 -2.53495 -0.4 0.0 1.2 -0.135
H -1.18044 3.14976 -2.52209 -0.4 -0.2 0.1 0.114
Li -0.93467 -0.20193 -1.44931 -0.1 0.3 0.0 0.718
O -3.25285 3.04170 -2.96422 0.3 0.3 -1.3 0.113
C -4.11334 2.04920 -3.03029 -0.1 0.4 1.0 -0.620
O -5.27603 2.17098 -3.39972 -0.5 -0.3 -0.4 -0.176
O -3.59079 0.96177 -2.51578 -0.2 -0.3 0.5 0.013
Tl -7.53084 0.98951 -3.58793 0.5 0.3 0.0 1.081
```
Positions in Å, forces in eV/Å.

Results
relative energy (zero: lowest compared OMol25 entry of this formula, charge and spin)	0.0	kJ/mol
total charge	+1
E_LUMO	-3.948	eV
largest force on an atom	1.523	eV Å⁻¹

---

Record 8
C4HN2P | wB97M-V/def2-TZVPD

```
8
Properties=species:S:1:pos:R:3:forces:R:3:lowdin_charge:R:1
C 1.35738 -0.57072 -0.85070 -5.6 1.1 2.4 -0.139
C 0.18259 1.14176 0.53507 0.9 3.3 0.8 -0.256
C -1.40413 -0.39950 -0.09979 -0.9 -0.9 -1.7 -0.636
C 0.07249 -0.20296 0.02490 1.1 -2.6 2.8 -0.349
N 2.32659 -0.64743 -1.41856 2.4 -0.4 -1.3 0.154
N 0.25274 2.24570 0.90830 -0.2 -2.4 -0.7 0.183
P -2.93975 -0.65288 -0.11607 1.8 0.4 0.0 0.845
H 0.15209 -0.91397 1.01685 0.6 1.6 -2.2 0.197
```
Positions in Å, forces in eV/Å.

Results
relative energy (zero: lowest compared OMol25 entry of this formula, charge and spin)	86.0	kJ/mol
structure (SMILES)	N#CC(C#N)C#P
E_LUMO	-0.652	eV
largest force on an atom	6.197	eV Å⁻¹

---

Record 9
C4HN3O2 | wB97M-V/def2-TZVPD

```
10
Properties=species:S:1:pos:R:3:forces:R:3:lowdin_charge:R:1
C 2.30344 0.00937 0.03220 2.5 -2.5 -0.9 -0.263
C -1.04772 -0.16582 -0.03255 0.3 -1.5 -0.4 -0.255
C -1.29080 1.23454 -0.14333 -1.4 2.7 1.0 -0.140
C -2.17246 -1.11267 -0.05970 -2.5 -2.6 0.7 -0.103
H 2.86799 0.89994 -0.05322 0.6 1.3 0.2 0.127
N 0.14418 -0.64798 0.09672 -1.5 0.3 0.4 0.166
N -1.60914 2.34998 -0.00966 0.8 -2.2 -0.6 0.216
N -3.05160 -1.90428 0.06526 3.5 3.2 -0.7 0.184
O 2.84749 -1.07502 -0.14626 -2.8 2.5 0.7 0.094
O 1.00862 0.41192 0.25054 0.5 -1.3 -0.6 -0.027
```
Positions in Å, forces in eV/Å.

Results
relative energy (zero: lowest compared OMol25 entry of this formula, charge and spin)	224.2	kJ/mol
structure (SMILES)	N#CC(C#N)=NOC=O
E_LUMO	-1.889	eV
largest force on an atom	4.775	eV Å⁻¹

---

Record 10
C4HNO2 | wB97M-V/def2-TZVPD

```
8
Properties=species:S:1:pos:R:3:forces:R:3:lowdin_charge:R:1
C -0.34556 0.44109 -0.95715 -0.2 0.7 -0.4 -0.004
C 0.28644 -0.81635 -1.23614 0.5 0.8 -2.0 -0.040
C 0.52301 -1.39330 1.18319 1.1 -0.6 2.0 0.041
C -0.04150 -0.15476 1.32827 -0.8 2.8 -2.1 -0.015
N -0.28060 0.64419 0.31118 0.0 -1.4 -1.2 -0.157
O 0.78793 -1.35760 -0.20200 -0.1 -3.0 0.2 -0.099
O -0.35740 1.47912 1.31935 -0.3 0.8 2.8 0.138
H -0.57233 1.15761 -1.74670 -0.3 -0.1 0.6 0.135
```
Positions in Å, forces in eV/Å.

Results
relative energy (zero: lowest compared OMol25 entry of this formula, charge and spin)	948.6	kJ/mol
E_LUMO	-1.595	eV
largest force on an atom	3.551	eV Å⁻¹

---

Record 11
C4HO3 | wB97M-V/def2-TZVPD

```
8
Properties=species:S:1:pos:R:3:forces:R:3:lowdin_charge:R:1
C 0.30208 0.23313 -0.23209 -1.0 -1.1 -0.2 0.041
C -0.03092 1.43306 0.23363 0.2 -0.6 -0.3 -0.069
C -0.19191 2.50088 0.87886 0.5 4.4 1.3 -0.235
C 0.37433 -0.16393 -1.84096 0.7 -0.1 0.8 -0.703
O -0.74336 -0.54439 -2.25847 1.4 0.5 0.5 -0.058
O -0.21663 3.65582 1.34161 -0.3 -3.8 -1.2 -0.017
O 1.52737 -0.06744 -2.33687 -1.9 -0.1 0.6 -0.074
H 0.27768 -0.59216 0.56858 0.4 0.8 -1.4 0.114
```
Positions in Å, forces in eV/Å.

Results
relative energy (zero: lowest compared OMol25 entry of this formula, charge and spin)	0.0	kJ/mol
structure (SMILES)	O=C=C=CC(=O)[O-]
total charge	-1
E_LUMO	3.309	eV
largest force on an atom	4.590	eV Å⁻¹

---

Record 12
C4HO4 | wB97M-V/def2-TZVPD

```
9
Properties=species:S:1:pos:R:3:forces:R:3:lowdin_charge:R:1
C -1.15462 -0.22322 -0.24674 1.6 1.0 -1.3 -0.269
C 0.15792 -0.56389 -0.17233 -1.0 -0.3 -0.4 -0.079
C -0.79640 2.25624 0.15060 1.9 0.2 1.3 -0.120
C 1.52534 -0.84223 -0.17788 -2.1 0.2 1.1 -0.502
O 2.66878 -0.65303 -0.33792 1.9 0.2 -0.7 0.127
O 0.13536 1.79041 0.70762 -1.4 1.4 -0.7 -0.087
O 0.79058 -1.73004 0.55419 0.2 -0.4 -0.2 0.057
O -1.59128 0.90722 -0.79007 -0.2 -2.4 0.6 -0.234
H -1.73568 -0.94147 0.31252 -0.9 0.0 0.1 0.107
```
Positions in Å, forces in eV/Å.

Results
relative energy (zero: lowest compared OMol25 entry of this formula, charge and spin)	268.9	kJ/mol
total charge	-1
E_LUMO	4.048	eV
largest force on an atom	2.512	eV Å⁻¹

---

Record 13
C4I2 | wB97M-V/def2-TZVPD

```
6
Properties=species:S:1:pos:R:3:forces:R:3:lowdin_charge:R:1
I -3.10021 2.66448 -0.48984 2.3 -2.5 0.1 0.693
I 3.50088 -2.04467 0.80920 -3.3 1.2 -0.8 0.668
C -1.57292 1.04432 -0.39339 -1.1 1.4 0.1 -0.496
C 1.44046 -1.23570 0.32063 1.5 -0.3 0.1 -0.464
C -0.68096 0.23167 -0.23979 0.4 -0.4 0.1 -0.202
C 0.41276 -0.66011 -0.00680 0.3 0.6 0.4 -0.199
```
Positions in Å, forces in eV/Å.

Results
relative energy (zero: lowest compared OMol25 entry of this formula, charge and spin)	0.0	kJ/mol
structure (SMILES)	IC#CC#CI
E_LUMO	-1.125	eV
largest force on an atom	3.600	eV Å⁻¹

---

Record 14
C4IN3 | wB97M-V/def2-TZVPD

```
8
Properties=species:S:1:pos:R:3:forces:R:3:lowdin_charge:R:1
C 0.61403 0.59445 0.79280 -1.2 0.2 -1.1 -0.231
C 0.49366 -0.03816 -1.53252 2.2 0.6 -3.6 -0.159
C -1.46013 -0.30082 -0.09210 -3.4 -0.8 0.9 -0.167
C -0.10800 0.06499 -0.25278 0.5 -0.1 0.1 -0.225
N 1.12754 1.17929 1.66762 -0.4 0.8 1.3 0.107
N 1.07672 -0.00050 -2.56731 -2.1 -0.3 3.5 0.190
N -2.60934 -0.52855 0.06993 3.3 0.6 -0.5 0.200
I -0.81833 3.18683 2.45781 1.0 -1.0 -0.6 0.286
```
Positions in Å, forces in eV/Å.

Results
relative energy (zero: lowest compared OMol25 entry of this formula, charge and spin)	221.1	kJ/mol
E_LUMO (spin up / spin down)	-5.131 / -5.139	eV
largest force on an atom	4.262	eV Å⁻¹

---

Record 15
C4N2 | wB97M-V/def2-TZVPD

```
6
Properties=species:S:1:pos:R:3:forces:R:3:lowdin_charge:R:1
C -0.11901 0.41909 0.50386 -0.4 0.4 0.4 0.018
C -1.12164 0.05435 -0.07949 1.4 -0.3 -0.2 0.041
C -1.06482 -0.81509 -1.15996 -0.4 -1.0 -1.3 -0.256
N -0.76750 -1.53053 -2.01902 -0.6 0.4 0.4 0.168
C 1.06029 0.76521 1.09610 0.7 0.8 1.1 -0.180
N 2.01269 1.10697 1.65851 -0.5 -0.3 -0.5 0.208
```
Positions in Å, forces in eV/Å.

Results
relative energy (zero: lowest compared OMol25 entry of this formula, charge and spin)	107.5	kJ/mol
structure (SMILES)	N#CC#CC#N
E_LUMO	-1.863	eV
largest force on an atom	1.669	eV Å⁻¹